1.
Molecular formula: C29H37N2O2
Method: DFT, ωB97M-V with the def2-TZVPD basis set

Positions of all 70 atoms, in Å:
C -0.70 -4.85 2.75
O -0.53 -3.58 2.15
C -1.33 -2.52 2.67
C -0.71 -1.24 2.12
N -0.47 -1.49 0.66
C 0.99 -1.94 0.49
C 1.02 -3.05 -0.55
O -0.33 -3.33 -0.91
C -0.55 -4.50 -1.68
C -0.72 -0.38 -0.25
C 0.00 0.82 0.21
C 1.07 1.32 -0.49
N 1.68 2.48 -0.18
C 3.06 2.75 -0.61
C 3.91 1.50 -0.51
C 4.76 1.13 -1.56
C 5.47 -0.07 -1.49
C 5.35 -0.90 -0.36
C 4.54 -0.50 0.71
C 3.85 0.72 0.64
C 0.96 3.52 0.55
C -0.40 3.81 -0.05
C -1.56 3.71 0.72
C -2.80 3.88 0.11
C -2.90 4.22 -1.24
C -1.72 4.38 -1.99
C -0.48 4.21 -1.39
C -2.23 -0.13 -0.43
C -2.84 -0.44 -1.66
C -4.14 -0.01 -1.93
C -4.88 0.64 -0.94
C -4.33 0.82 0.33
C -3.00 0.47 0.57
H 0.15 -5.45 2.43
H -0.73 -4.80 3.85
H -1.62 -5.34 2.39
H -2.37 -2.62 2.32
H -1.31 -2.49 3.77
H -1.32 -0.36 2.31
H 0.28 -1.07 2.56
H -1.04 -2.29 0.33
H 1.59 -1.09 0.17
H 1.35 -2.29 1.46
H 1.58 -2.71 -1.44
H 1.49 -3.96 -0.13
H -1.64 -4.57 -1.81
H -0.06 -4.42 -2.66
H -0.17 -5.39 -1.15
H -0.30 -0.71 -1.21
H -0.33 1.30 1.13
H 1.52 0.74 -1.31
H 3.45 3.55 0.04
H 3.05 3.12 -1.64
H 4.84 1.79 -2.43
H 6.13 -0.36 -2.31
H 5.91 -1.83 -0.30
H 4.44 -1.12 1.60
H 3.25 1.06 1.49
H 0.85 3.23 1.61
H 1.59 4.41 0.50
H -1.49 3.47 1.78
H -3.71 3.73 0.70
H -3.87 4.34 -1.71
H -1.78 4.62 -3.05
H 0.45 4.35 -1.96
H -2.27 -1.00 -2.40
H -4.57 -0.19 -2.92
H -5.89 0.99 -1.15
H -4.92 1.23 1.16
H -2.57 0.70 1.55

Calculated values
- LUMO (eV) = -1.84
- SMILES = COCC[NH+](CCOC)[C@H](/C=C/N(Cc1ccccc1)Cc1ccccc1)c1ccccc1
- strongest force on any atom (hartree/bohr) = 0.03872
- highest occupied orbital energy (eV) = -10.5
- relative energy (zero: lowest compared OMol25 entry of this formula, charge and spin) (kcal per mole) = 51.3
- gap between HOMO and LUMO (eV) = 8.64
- total charge = +1

2.
Molecular formula: C29H37N5O5S2
Method: DFT, ωB97M-V with the def2-TZVPD basis set

Positions of all 78 atoms, in Å:
C 4.05 3.48 -0.81
C 3.29 2.52 0.10
N 3.92 1.23 0.23
C 5.12 1.12 1.04
C 4.81 0.46 2.39
S 3.89 0.23 -1.10
O 5.17 0.13 -1.73
O 2.76 0.62 -1.91
C 3.50 -1.33 -0.32
C 4.41 -2.37 -0.29
C 4.06 -3.56 0.33
C 2.80 -3.70 0.91
C 1.89 -2.65 0.87
N 0.61 -2.73 1.40
C -0.08 -3.82 1.80
O 0.33 -4.95 1.87
C -1.58 -3.51 2.04
S -1.91 -1.82 2.57
C -2.51 -1.32 0.91
N -2.81 -0.15 0.54
C -2.69 1.06 1.18
C -1.71 1.36 2.13
C -1.62 2.62 2.67
C -2.50 3.62 2.30
C -2.43 5.00 2.89
C -3.48 3.32 1.35
C -3.58 2.07 0.77
C -4.62 1.78 -0.27
C -2.60 -2.49 0.08
C -3.00 -2.47 -1.35
O -2.95 -3.50 -2.03
N -3.39 -1.29 -1.82
C -3.53 -1.00 -3.22
C -2.42 -0.03 -3.68
C -1.00 -0.59 -3.42
C -0.51 0.21 -2.22
C -1.27 1.52 -2.40
O -2.53 1.17 -2.93
C -2.19 -3.66 0.67
N -2.24 -4.86 0.10
C 2.26 -1.45 0.25
H 5.05 3.68 -0.42
H 4.14 3.03 -1.80
H 3.51 4.42 -0.90
H 2.30 2.34 -0.32
H 3.17 2.95 1.10
H 5.84 0.51 0.48
H 5.56 2.10 1.20
H 4.41 -0.54 2.24
H 5.72 0.40 2.98
H 4.08 1.05 2.93
H 5.38 -2.24 -0.76
H 4.75 -4.38 0.37
H 2.52 -4.63 1.38
H 0.09 -1.85 1.41
H -1.98 -4.23 2.76
H -1.00 0.60 2.42
H -0.84 2.83 3.39
H -2.28 5.74 2.10
H -3.36 5.24 3.40
H -1.61 5.07 3.60
H -4.17 4.10 1.04
H -5.34 2.59 -0.32
H -5.14 0.86 -0.05
H -4.14 1.68 -1.25
H -3.33 -0.49 -1.19
H -3.48 -1.93 -3.78
H -4.50 -0.52 -3.40
H -2.57 0.19 -4.74
H -0.36 -0.41 -4.28
H -1.03 -1.66 -3.24
H -0.82 -0.27 -1.29
H 0.57 0.34 -2.21
H -0.73 2.17 -3.10
H -1.43 2.06 -1.46
H -1.74 -5.63 0.49
H -2.51 -4.83 -0.89
H 1.58 -0.62 0.20

Calculated values
- LUMO (eV) = 0.20
- SMILES = CCN(CC)S(=O)(=O)c1cccc(NC(=O)[C@H]2S/C(=N\c3ccc(C)cc3C)C(C(=O)NC[C@@H]3CCCO3)=C2N)c1
- strongest force on any atom (hartree/bohr) = 0.02227
- highest occupied orbital energy (eV) = -8.0
- relative energy (zero: lowest compared OMol25 entry of this formula, charge and spin) (kcal per mole) = 0.0
- gap between HOMO and LUMO (eV) = 8.18

3.
Molecular formula: C29H38BF17N2O8P
Method: DFT, ωB97M-V with the def2-TZVPD basis set

Positions of all 96 atoms, in Å:
C -1.11 0.47 5.71
C -1.70 1.86 4.98
C -2.58 1.35 3.71
C -2.97 2.48 2.59
C -2.18 3.91 2.71
C -3.05 1.95 1.05
C -4.09 0.69 1.01
N -3.75 0.12 -0.37
C -4.36 0.73 -1.61
O -5.48 1.69 -1.32
O -6.59 1.27 -1.86
B -4.63 -1.16 -0.33
O -5.93 -1.21 0.44
O -4.33 -2.40 -1.09
C -5.54 -3.03 -1.63
C -2.22 -0.06 -0.28
C -1.78 -1.38 0.59
C -0.21 -1.51 1.02
C 0.26 -2.98 1.58
F -0.08 -3.02 3.02
F -0.51 -4.13 0.96
C 1.85 -3.35 1.25
F 1.92 -4.82 1.58
F 1.92 -3.30 -0.25
C 2.95 -2.44 2.03
F 2.79 -2.77 3.50
F 2.72 -0.97 1.98
C 4.52 -2.71 1.74
F 5.27 -2.17 2.93
F 4.76 -4.20 1.86
C 5.18 -2.27 0.35
F 4.81 -3.34 -0.66
F 6.67 -2.49 0.49
C 4.88 -0.87 -0.34
F 3.46 -0.89 -0.85
F 5.67 -0.89 -1.64
C 5.13 0.54 0.32
F 5.92 1.40 -0.64
F 3.80 1.27 0.40
C 5.84 0.73 1.76
F 4.90 0.73 2.94
F 7.08 -0.05 2.01
F 6.33 2.17 1.75
O -1.97 -0.55 -1.64
C -0.69 -0.24 -2.21
C -0.12 -1.65 -2.91
C -1.76 1.46 0.19
N -1.81 2.52 -0.95
P -0.01 1.88 0.80
O 0.25 1.76 2.35
H -1.87 -0.43 5.62
H -0.73 0.67 6.80
H -0.14 0.20 5.07
H -2.42 2.37 5.76
H -0.75 2.49 4.73
H -3.54 0.78 4.11
H -1.94 0.52 3.14
H -4.11 2.77 2.86
H -1.08 3.87 3.08
H -2.78 4.58 3.49
H -2.21 4.47 1.68
H -3.65 2.78 0.45
H -4.05 -0.13 1.87
H -5.14 1.16 1.20
H -3.65 1.29 -2.33
H -4.89 -0.13 -2.26
H -7.31 1.58 -1.21
H -6.59 -0.84 -0.24
H -5.30 -3.66 -2.62
H -5.94 -3.80 -0.83
H -6.36 -2.25 -1.95
H -1.92 -2.31 -0.13
H -2.39 -1.51 1.61
H -0.06 -0.77 1.95
H 0.57 -1.17 0.21
H -0.78 0.53 -3.10
H 0.16 0.12 -1.50
H -1.01 -2.40 -2.97
H 0.69 -2.14 -2.19
H 0.42 -1.43 -3.93
H -0.94 2.45 -1.54
H -1.75 3.43 -0.42
H 0.29 3.28 0.47
H 1.07 1.13 0.18
C 3.97 1.74 -6.72
C 3.12 0.76 -6.38
C 3.32 -0.02 -5.15
O 2.55 -0.93 -4.84
C 4.47 0.32 -4.29
C 5.31 1.30 -4.63
C 5.12 2.09 -5.87
O 5.89 2.99 -6.17
H 3.84 2.33 -7.62
H 2.27 0.49 -7.00
H 4.60 -0.26 -3.39
H 6.17 1.57 -4.02

Calculated values
- LUMO (eV) = -3.66
- strongest force on any atom (hartree/bohr) = 0.14389
- highest occupied orbital energy (eV) = -12.1
- gap between HOMO and LUMO (eV) = 8.47
- total charge = +1

4.
Molecular formula: C29H38MgNO2P2Si
Method: DFT, ωB97M-V with the def2-TZVPD basis set

Positions of all 74 atoms, in Å:
Mg 0.05 0.16 0.04
P -2.40 0.45 -0.44
C -2.18 0.94 -2.16
C -0.88 1.32 -2.64
N 0.25 1.10 -1.87
C 1.48 1.43 -2.32
C 1.63 2.15 -3.49
C 0.51 2.46 -4.26
C -0.74 2.02 -3.87
C 2.70 1.09 -1.48
P 2.39 -0.39 -0.40
H -1.67 2.24 -4.39
H 2.64 2.45 -3.72
H 0.62 3.04 -5.15
H 3.60 0.86 -2.08
H 2.92 1.88 -0.71
H -2.25 -1.25 -3.99
H -3.06 1.06 -2.85
H -0.68 -3.56 -2.60
O -2.01 -2.17 -4.20
H -2.64 -2.39 -4.92
H -0.17 -1.41 0.87
O -0.28 -3.99 -1.82
H 0.49 -3.44 -1.61
C 2.87 -1.80 -1.49
H 3.93 -1.67 -1.82
H 2.69 -2.73 -0.89
H 2.13 -1.77 -2.33
C 3.75 -0.34 0.87
H 3.62 -1.25 1.50
H 4.76 -0.25 0.38
H 3.49 0.53 1.53
C -3.10 1.90 0.40
H -4.06 2.12 -0.07
H -3.16 1.71 1.49
H -2.37 2.71 0.24
C -3.51 -1.00 -0.26
H -3.63 -1.19 0.82
H -4.45 -0.76 -0.79
H -2.95 -1.85 -0.71
C -0.35 4.30 3.81
C 0.68 3.88 2.96
C 0.82 2.53 2.63
C -0.06 1.54 3.11
C -1.07 1.97 3.99
C -1.23 3.34 4.32
Si 0.13 -0.35 2.60
C 1.71 -0.89 3.52
C 2.13 -2.20 3.27
C 3.29 -2.72 3.87
C 4.05 -1.89 4.71
C 3.66 -0.57 4.93
C 2.49 -0.06 4.33
C -1.26 -1.27 3.46
C -0.98 -2.37 4.27
C -2.04 -3.14 4.77
C -3.36 -2.77 4.45
C -3.63 -1.66 3.65
C -2.58 -0.90 3.16
H -0.46 5.36 4.07
H 1.39 4.62 2.57
H 1.65 2.24 1.97
H -1.75 1.24 4.42
H -2.04 3.64 4.98
H 1.52 -2.82 2.60
H 3.56 -3.76 3.69
H 4.94 -2.30 5.19
H 4.25 0.08 5.58
H 2.18 0.98 4.50
H 0.07 -2.61 4.49
H -1.82 -4.00 5.39
H -4.18 -3.36 4.84
H -4.64 -1.37 3.40
H -2.74 -0.02 2.51

Calculated values
- LUMO (eV) = -4.77
- strongest force on any atom (hartree/bohr) = 0.06778
- highest occupied orbital energy (eV) = -9.1
- relative energy (zero: lowest compared OMol25 entry of this formula, charge and spin) (kcal per mole) = 112.1
- gap between HOMO and LUMO (eV) = 4.32
- total charge = +1

5.
Molecular formula: C29H38N10PRbS2Si
Method: DFT, ωB97M-V with the def2-TZVPD basis set

Positions of all 82 atoms, in Å:
Rb -0.71 0.06 -0.34
C 1.64 1.76 5.32
N 0.74 1.24 4.33
C -0.37 0.50 4.58
C -0.96 0.26 3.37
N -0.23 0.84 2.39
C 0.79 1.42 2.98
P 2.18 2.33 2.22
C 2.81 1.02 1.13
N 2.08 0.30 0.31
C 2.93 -0.49 -0.38
C 4.21 -0.24 0.04
N 4.13 0.72 1.00
C 5.22 1.29 1.75
C 1.32 3.29 0.92
N 0.68 2.82 -0.13
C 0.38 3.89 -0.89
C 0.85 5.04 -0.31
N 1.46 4.64 0.84
C 2.12 5.51 1.78
H 1.28 1.48 6.31
H 1.70 2.85 5.25
H 2.65 1.35 5.19
H -0.65 0.22 5.58
H -1.86 -0.28 3.15
H 2.56 -1.19 -1.10
H 5.16 -0.66 -0.26
H 6.15 0.80 1.46
H 5.06 1.15 2.82
H 5.31 2.36 1.54
H -0.15 3.78 -1.82
H 0.81 6.07 -0.61
H 1.88 6.54 1.54
H 3.21 5.38 1.72
H 1.80 5.29 2.80
C -2.81 3.95 0.28
C -3.87 2.93 0.09
N -3.68 1.67 0.07
C -4.83 0.96 -0.12
C -5.95 1.74 -0.24
S -5.55 3.40 -0.14
C -4.76 -0.48 -0.16
C -5.81 -1.35 -0.31
S -5.26 -2.97 -0.32
C -3.61 -2.37 -0.10
N -3.55 -1.09 -0.03
C -2.48 -3.29 0.02
H -1.93 3.48 0.70
H -3.17 4.74 0.95
H -2.55 4.40 -0.67
H -6.96 1.43 -0.40
H -6.86 -1.14 -0.42
H -2.81 -4.32 -0.08
H -1.98 -3.16 0.98
H -1.71 -3.08 -0.74
C -1.00 0.86 -4.27
C -0.70 -0.61 -4.12
C -0.76 -1.46 -5.22
C -0.41 -2.79 -5.02
C -0.01 -3.21 -3.79
C 0.00 -2.30 -2.70
N -0.36 -1.01 -2.91
N 0.32 -2.64 -1.45
Si 1.19 -3.95 -0.84
C 1.53 -3.51 0.99
C 0.38 -5.70 -0.77
C 2.92 -4.20 -1.64
H -0.38 1.29 -5.06
H -0.76 1.37 -3.33
H -2.04 1.03 -4.52
H -1.07 -1.09 -6.19
H -0.46 -3.49 -5.85
H 0.27 -4.23 -3.60
H 0.62 -3.43 1.58
H 2.06 -2.57 1.08
H 2.15 -4.27 1.46
H -0.36 -5.75 0.02
H 1.12 -6.47 -0.57
H -0.12 -5.95 -1.70
H 3.60 -3.41 -1.31
H 2.86 -4.15 -2.72
H 3.38 -5.15 -1.38

Calculated values
- LUMO (eV) = 0.02
- strongest force on any atom (hartree/bohr) = 0.02477
- highest occupied orbital energy (eV) = -5.9
- relative energy (zero: lowest compared OMol25 entry of this formula, charge and spin) (kcal per mole) = 10.4
- gap between HOMO and LUMO (eV) = 5.94

6.
Molecular formula: C29H38N4O2P2Pd
Method: DFT, ωB97M-V with the def2-TZVPD basis set

Positions of all 76 atoms, in Å:
Pd -4.14 -0.45 -0.22
C -2.89 -3.06 -2.15
C -2.59 -2.43 -0.97
C -1.28 -1.73 -0.73
C -1.23 -0.19 -0.84
C -2.31 0.37 -1.72
C -2.50 -0.05 -3.01
C -1.79 -1.20 -3.58
C -2.54 -2.57 -3.49
C -5.33 0.54 -1.54
H -3.42 -4.02 -2.12
H -2.99 -2.88 -0.04
H -0.47 -2.16 -1.33
H -1.02 -1.92 0.32
H -1.38 0.24 0.17
H -0.23 0.13 -1.18
H -2.70 1.34 -1.36
H -3.24 0.43 -3.64
H -0.78 -1.31 -3.16
H -1.68 -1.04 -4.66
H -3.46 -2.52 -4.08
H -1.91 -3.34 -3.97
H -6.02 0.03 -2.22
H -4.72 1.27 -2.09
H -5.94 0.98 -0.72
P 1.36 2.38 0.64
P 1.54 -0.68 2.29
N 2.02 3.07 -0.87
N 1.75 3.87 1.60
N 2.53 -1.68 1.19
N 2.05 -1.59 3.73
C 2.95 1.53 1.07
C 2.80 0.69 2.37
C 1.18 3.28 -1.99
C 1.95 3.88 -2.97
C 3.28 4.10 -2.45
C 3.29 3.58 -1.15
C 0.73 4.55 2.28
C 1.30 5.63 2.96
C 2.70 5.65 2.64
C 2.95 4.55 1.83
C 1.86 -2.32 0.15
C 2.79 -2.81 -0.75
C 4.09 -2.54 -0.19
C 3.91 -1.82 0.97
C 3.21 -2.31 4.02
C 3.17 -2.72 5.36
C 1.95 -2.22 5.91
C 1.29 -1.52 4.91
H 3.74 2.26 1.25
H 3.26 0.90 0.22
H 3.79 0.27 2.62
H 2.43 1.32 3.20
H 0.17 2.95 -1.96
H 1.62 4.15 -3.96
H 4.11 4.57 -2.92
H 4.09 3.50 -0.43
H -0.29 4.21 2.23
H 0.78 6.34 3.59
H 3.44 6.37 2.94
H 3.88 4.20 1.41
H 0.79 -2.46 0.19
H 2.57 -3.30 -1.68
H 5.05 -2.86 -0.59
H 4.63 -1.45 1.70
H 3.98 -2.48 3.27
H 3.94 -3.29 5.85
H 1.61 -2.36 6.92
H 0.36 -0.97 4.92
C -6.28 -2.94 -2.64
C -6.29 -2.99 -1.14
O -7.04 -3.86 -0.65
O -5.57 -2.21 -0.40
H -7.14 -3.50 -3.05
H -5.40 -3.45 -3.06
H -6.33 -1.94 -3.06

Calculated values
- LUMO (alpha / beta) (eV) = -0.58 / -2.22
- strongest force on any atom (hartree/bohr) = 0.07938
- highest occupied orbital energy (alpha / beta) (eV) = -7.8 / -8.4
- relative energy (zero: lowest compared OMol25 entry of this formula, charge and spin) (kcal per mole) = 36.3
- 2S+1 = 3
- gap between HOMO and LUMO (alpha / beta) (eV) = 7.22 / 6.22